Entry 1:
The following is a DFT calculation (ωB97M-V/def2-TZVPD) of a 2-piece molecular cluster, C3H9BO overall at a distorted geometry.

The value obtained for the HOMO energy is -8.409 eV. Its energy relative to the best compared isomer or geometry (same formula, charge and spin) is 44.9 kcal per mole.

Geometry as XYZ:
```
14
Properties=species:S:1:pos:R:3:nbo_charge:R:1
B -0.466 -0.461 0.314 1.041
C -1.551 -0.282 -1.642 -0.934
C 1.521 0.955 0.969 -0.594
C 1.094 -0.312 0.273 -0.833
O -1.330 -0.705 1.261 -0.885
H -1.675 0.718 -1.952 0.202
H -2.379 -0.950 -1.638 0.192
H -0.756 -0.773 -2.228 0.198
H 2.401 1.539 0.587 0.221
H 0.582 1.611 0.943 0.198
H 1.751 0.812 2.066 0.213
H 1.489 -0.383 -0.677 0.240
H 1.501 -1.161 0.746 0.233
H -2.181 -0.608 0.978 0.510
```


Entry 2:
The following is a DFT calculation (ωB97M-V/def2-TZVPD) of C31H25AlCl2N7O2 as an isolated structure at a distorted geometry.

The charge is +1. The value obtained for the HOMO energy is -9.392 eV. Its energy relative to the best compared isomer or geometry (same formula, charge and spin) is 36.4 kcal per mole.

Geometry as XYZ:
```
68
Properties=species:S:1:pos:R:3:nbo_charge:R:1
Al -1.070 1.270 0.092 1.831
Cl -5.428 6.256 -1.149 0.040
C -4.694 4.824 -0.548 -0.093
C -3.400 4.508 -0.942 -0.186
C -2.815 3.341 -0.482 0.088
N -1.526 2.899 -0.753 -0.799
C -0.671 3.512 -1.585 0.624
O -0.783 4.555 -2.201 -0.596
C 0.555 2.657 -1.729 0.177
C 1.469 2.955 -2.736 -0.202
C 2.597 2.175 -2.881 -0.125
C 2.777 1.117 -1.993 -0.243
C 1.812 0.876 -1.038 0.053
N 0.711 1.617 -0.900 -0.556
C -3.530 2.486 0.389 0.212
C -4.817 2.808 0.784 -0.262
C -5.394 3.981 0.316 -0.064
Cl -6.981 4.396 0.825 0.040
N -2.750 1.466 0.898 -0.853
C -2.961 0.832 2.067 0.637
O -3.995 0.493 2.602 -0.571
C -1.625 0.712 2.764 0.146
C -1.556 0.276 4.082 -0.198
C -0.376 0.452 4.782 -0.135
C 0.696 1.065 4.145 -0.252
C 0.552 1.455 2.822 0.053
N -0.574 1.277 2.146 -0.524
H -2.856 5.168 -1.598 0.259
H 1.254 3.800 -3.368 0.270
H 3.322 2.376 -3.654 0.239
H 3.646 0.481 -2.056 0.234
H 1.921 0.053 -0.346 0.195
H -5.352 2.169 1.468 0.257
H -2.434 -0.164 4.531 0.264
H -0.296 0.141 5.813 0.237
H 1.616 1.258 4.673 0.238
H 1.357 1.946 2.289 0.209
N -1.733 0.159 -1.478 -0.438
C -1.381 -0.773 -2.060 0.512
C -0.765 -1.877 -2.653 -0.242
C 0.232 -1.632 -3.606 -0.085
C 0.994 -2.683 -4.075 -0.224
C 0.770 -3.972 -3.611 -0.153
C -0.220 -4.214 -2.668 -0.214
C -0.993 -3.176 -2.182 -0.144
H 0.392 -0.624 -3.956 0.227
H 1.767 -2.499 -4.804 0.236
H 1.371 -4.789 -3.984 0.235
H -0.391 -5.217 -2.309 0.236
H -1.763 -3.353 -1.446 0.238
N -0.309 -0.598 0.522 -0.569
C 0.445 -1.354 0.979 0.641
N 1.324 -2.122 1.502 -0.454
C 2.476 -1.522 2.169 -0.203
C 3.782 -2.097 1.593 -0.425
C 3.508 -2.841 0.288 -0.394
C 2.572 -4.020 0.553 -0.419
C 1.331 -3.566 1.347 -0.206
H 2.402 -1.720 3.243 0.217
H 2.428 -0.440 2.024 0.216
H 4.230 -2.790 2.306 0.219
H 4.492 -1.289 1.424 0.230
H 4.446 -3.207 -0.126 0.237
H 3.064 -2.165 -0.449 0.190
H 3.109 -4.774 1.129 0.222
H 2.276 -4.471 -0.394 0.223
H 1.336 -4.001 2.351 0.217
H 0.409 -3.862 0.847 0.226
```


Entry 3:
The following is a DFT calculation (ωB97M-V/def2-TZVPD) of a 2-piece molecular cluster, C3H4O3S overall at a distorted geometry.

The value obtained for the HOMO energy is -9.279 eV. Its energy relative to the best compared isomer or geometry (same formula, charge and spin) is 89.2 kcal per mole.

Geometry as XYZ:
```
11
Properties=species:S:1:pos:R:3:nbo_charge:R:1
C -0.327 0.243 -0.855 -0.548
C -0.942 1.419 -0.046 -0.507
C 0.467 1.359 -0.262 0.611
O 3.858 0.066 -0.920 -0.804
O 1.586 1.422 0.066 -0.503
O 4.319 -1.647 0.830 -0.824
S 3.989 -0.258 0.503 1.630
H -0.307 -0.806 -0.576 0.231
H -0.559 0.325 -1.880 0.227
H -1.628 2.153 -0.390 0.247
H -1.029 1.316 1.017 0.241
```


Entry 4:
The following is a DFT calculation (ωB97M-V/def2-TZVPD) of one molecule with the formula C10H19P at a distorted geometry.

Its structure (SMILES) is CCC1=P(C(C)(C)C)=C1CC. The value obtained for the HOMO energy is -8.048 eV. Its energy relative to the best compared isomer or geometry (same formula, charge and spin) is 24.7 kcal per mole.

Geometry as XYZ:
```
30
Properties=species:S:1:pos:R:3:nbo_charge:R:1
C 2.961 1.743 -0.045 -0.600
C 1.466 1.958 -0.120 -0.443
C 0.718 0.733 -0.609 -0.232
P -0.881 0.373 -1.405 0.689
C -2.048 0.029 0.047 -0.303
C -1.375 0.269 1.377 -0.620
C -3.214 1.004 -0.142 -0.615
C -2.593 -1.400 -0.195 -0.610
C 0.647 -0.578 -0.910 -0.213
C 1.427 -1.860 -0.882 -0.454
C 2.450 -1.733 0.273 -0.600
H 3.031 0.792 0.348 0.197
H 3.313 2.372 0.715 0.211
H 3.495 1.723 -0.944 0.211
H 1.364 2.842 -0.742 0.224
H 0.979 2.125 0.909 0.225
H -0.387 -0.150 1.376 0.210
H -1.388 1.304 1.463 0.205
H -1.958 -0.106 2.164 0.206
H -3.531 0.826 -1.286 0.196
H -3.089 2.011 -0.127 0.208
H -4.145 0.722 0.385 0.208
H -2.919 -1.497 -1.203 0.212
H -1.757 -2.071 0.090 0.204
H -3.396 -1.604 0.458 0.203
H 0.748 -2.754 -0.711 0.219
H 1.949 -2.080 -1.859 0.232
H 3.213 -0.948 0.049 0.205
H 2.874 -2.740 0.354 0.214
H 2.047 -1.306 1.170 0.210
```